(1)
{"formula": "C22H10Cl5CrN3SbSe4", "method": "wB97M-V/def2-TZVPD", "species": ["H", "C", "C", "H", "C", "H", "Cl", "C", "N", "C", "Se", "Se", "Cl", "Cl", "C", "H", "C", "N", "Sb", "C", "H", "C", "C", "H", "H", "C", "H", "Cl", "Cr", "C", "C", "C", "H", "C", "C", "H", "C", "C", "C", "C", "Se", "Cl", "C", "Se", "N", "C"], "coordinates": [[-3.4777, 1.5555, 0.2910], [0.0896, -6.2819, -0.7134], [-0.9350, 2.7387, -0.0452], [-4.6761, -0.8575, 0.3930], [-0.3231, -5.7163, 0.4901], [-2.3614, 2.7558, -1.6451], [-0.1041, -7.9731, -0.9704], [0.7978, -4.1056, -1.4926], [1.1824, -0.3226, -0.7032], [2.7608, 1.1226, -1.4443], [2.0784, -1.6954, 2.3338], [5.6554, -0.8121, 3.7265], [-1.0261, -6.6688, 1.7362], [1.1426, -6.1864, -3.1962], [-0.1456, -4.3513, 0.6448], [3.0230, -1.0978, -1.3553], [0.6894, 0.9865, -0.5640], [-2.1719, 7.9178, 0.5785], [3.9390, 0.0396, 2.1894], [-2.1865, 4.6797, -0.7215], [1.6218, 2.9503, -1.0402], [-0.5930, 4.8331, 1.0897], [-3.0053, 0.5902, 0.2266], [-2.6961, -2.6789, 0.2055], [0.4785, 3.0254, 1.5475], [0.6486, -5.4751, -1.7084], [3.7152, 1.4557, -1.8166], [1.4802, -3.1219, -2.7395], [0.4467, -1.6656, 0.5558], [-2.6083, -1.6032, 0.1783], [2.4077, -0.2251, -1.2041], [0.4042, -3.5159, -0.3021], [-0.0942, 5.4204, 1.8484], [-3.6236, -0.6541, 0.2827], [-0.5993, 1.2952, -0.1843], [-2.9137, 5.1546, -1.3661], [-0.2809, 3.4929, 0.9274], [-1.8901, 6.8122, 0.4390], [1.7052, 1.8768, -1.0222], [-1.8790, 3.3405, -0.8733], [3.0243, 2.2330, 2.5178], [-0.6464, -3.5409, 2.1224], [-1.6315, 0.3516, 0.0578], [5.5346, -0.4864, 0.4049], [-1.4059, -1.0181, 0.0515], [-1.5506, 5.4253, 0.2693]], "lumo_energy_ha": [0.0293, 0.0238], "spin_multiplicity": 5, "homo_energy_ev": [-5.09, -5.03], "relative_energy_kj_mol": 0.0, "total_charge": -1, "s2": 6.08}

***

(2)
{"formula": "C22H11CeCl5N11O3", "method": "wB97M-V/def2-TZVPD", "species": ["Cl", "C", "C", "N", "O", "H", "C", "H", "Cl", "N", "C", "C", "C", "C", "C", "Cl", "H", "N", "H", "O", "O", "Cl", "N", "Cl", "C", "C", "N", "C", "C", "H", "N", "Ce", "C", "C", "N", "C", "C", "H", "H", "C", "H", "H", "N", "N", "H", "C", "N", "C", "H", "C", "C", "C", "N"], "coordinates": [[2.8737, 1.2684, 1.8726], [3.5249, 0.4493, 0.4648], [-1.2123, -2.4863, -1.8353], [-2.7817, -0.8022, 1.1114], [0.2004, -2.6324, 0.0776], [-2.5073, -2.5811, -3.5357], [-1.3304, -1.0437, -1.8348], [-2.0599, -0.6202, -2.5250], [5.1416, -1.4915, -3.2217], [-1.5506, -1.1883, 4.3348], [-0.4510, -3.2271, -0.9139], [3.2182, -1.0141, -1.3478], [-2.2653, -1.0324, 3.1720], [-0.7040, 1.9003, -0.3566], [-1.5010, 6.0829, -0.5197], [6.9358, 0.4478, -1.5878], [-1.7010, 7.1469, -0.5563], [-1.7123, -0.9183, 1.9627], [-1.7731, 2.2608, -2.4661], [-0.1100, 1.4648, 0.7287], [-1.9822, 3.2110, -2.6505], [2.2277, -2.0640, -2.3220], [0.4941, -1.2300, 5.5455], [5.8054, 1.8521, 0.9603], [-1.9091, -3.1646, -2.8462], [-0.9983, 3.3414, -0.4444], [1.8872, -1.0182, 3.8928], [-1.8388, -4.5368, -2.9697], [2.7036, -0.4352, -0.1998], [-2.3361, 5.7049, -2.4700], [-0.6803, -0.2084, -1.1074], [0.4271, -0.6697, 0.9846], [-0.3807, -4.6173, -1.0434], [-0.1792, -1.1327, 4.4165], [0.6264, -0.9929, 3.3599], [-1.8572, 5.2928, -1.5920], [4.8297, 0.7452, 0.0743], [-0.6095, 6.1455, 1.4416], [0.2111, -5.1687, -0.3263], [-1.0663, -5.2545, -2.0582], [-2.0633, -1.2048, 5.1985], [-0.1771, 3.7077, 1.4849], [-3.5837, -0.9975, 3.1197], [-3.8552, -0.8520, 1.8026], [-2.3756, -5.0457, -3.7582], [-1.6101, 3.9183, -1.5702], [-1.0354, 1.1217, -1.3408], [4.5165, -0.7562, -1.7900], [-1.0017, -6.3332, -2.1385], [5.3246, 0.1202, -1.0660], [-0.8907, 5.5251, 0.6019], [-0.6491, 4.1675, 0.6274], [1.7917, -1.1544, 5.1592]], "lumo_energy_ha": [0.0349, 0.0349], "spin_multiplicity": 1, "homo_energy_ev": [-5.95, -5.95], "total_charge": -1}

***

(3)
{"formula": "C22H12BrCl2F4N9O2PTl", "method": "wB97M-V/def2-TZVPD", "species": ["C", "C", "F", "F", "N", "C", "C", "C", "C", "C", "N", "O", "Tl", "H", "C", "Br", "C", "C", "H", "H", "H", "C", "N", "H", "H", "C", "C", "Cl", "C", "C", "P", "C", "N", "C", "F", "Cl", "N", "O", "H", "C", "N", "C", "N", "H", "C", "N", "C", "H", "H", "N", "H", "F", "C", "H"], "coordinates": [[0.8367, 1.5779, -4.5676], [-0.4598, -4.0104, 1.2924], [-6.5693, 0.8475, -0.6695], [-5.4121, 1.4862, 1.7105], [2.4751, 1.1149, -0.7885], [0.1686, 3.6479, 1.4603], [-3.1551, -0.2336, -1.2700], [-0.0781, 1.2783, 1.1613], [-0.9076, -1.5688, 2.5499], [-5.2777, 0.6088, -0.4774], [2.3017, -1.7797, -1.1890], [0.3761, -0.0919, -6.2009], [1.0520, -0.1280, -1.9026], [0.7755, 2.2772, -5.4007], [3.6377, 0.7288, -0.2046], [-2.2000, -1.1543, -2.6230], [-4.5155, -0.0042, -1.4685], [3.4719, -1.6800, -0.5028], [-0.2700, -4.9544, 0.8082], [2.4753, 1.9614, 3.2710], [-0.1439, 4.6539, 1.2239], [1.2413, 3.4263, 2.3096], [2.9356, -3.7168, -0.6046], [-0.6959, -4.8632, 3.2394], [1.7825, 4.2643, 2.7199], [-0.4582, -2.8476, 0.5417], [-0.4881, 2.5811, 0.8781], [-0.2824, 2.0492, -3.2869], [-0.9120, -2.7392, 3.2831], [-0.6843, -1.6283, 1.1755], [-0.7247, -0.1054, 0.1848], [1.6393, 2.1320, 2.6080], [4.1446, -0.5342, -0.2002], [-2.5313, 0.1603, -0.0817], [-2.7690, 1.0101, 2.0991], [2.4600, 1.5564, -3.8769], [2.0191, -3.0981, -1.2111], [0.4985, -0.7502, -4.0765], [-1.0824, -2.6976, 4.3477], [0.9945, 1.0551, 2.0269], [3.3935, 2.7953, 0.1215], [-3.3222, 0.7186, 0.9196], [4.2109, 1.7732, 0.3637], [-0.2493, -2.8907, -0.5185], [-4.6806, 0.9532, 0.7353], [2.3807, 2.4372, -0.5448], [0.5283, 0.0834, -5.0241], [1.3399, 0.0472, 2.2250], [-1.0609, -0.6174, 3.0356], [3.8691, -2.8859, -0.1458], [5.0112, -0.6599, 0.3029], [-5.0913, -0.3826, -2.6045], [-0.6925, -3.9560, 2.6565], [-1.3052, 2.7527, 0.1892]], "lumo_energy_ha": -0.0750, "spin_multiplicity": 1, "homo_energy_ev": -8.74, "relative_energy_kj_mol": 83.6}

***

(4)
{"formula": "C22H13BClF2IN7O5Zn", "method": "wB97M-V/def2-TZVPD", "species": ["C", "C", "B", "O", "H", "C", "C", "C", "H", "H", "C", "H", "C", "C", "N", "C", "H", "C", "O", "I", "C", "N", "C", "F", "O", "H", "C", "N", "N", "H", "C", "N", "F", "N", "H", "N", "C", "C", "Zn", "C", "H", "C", "C", "H", "O", "O", "C", "H", "Cl", "H", "C", "C", "H"], "coordinates": [[2.9520, -3.0423, 2.3237], [0.8693, -0.9637, -3.1984], [-1.5577, 3.1432, 2.4995], [2.5630, 1.0532, 2.7778], [-0.3272, -0.9780, 3.6677], [-3.2142, -0.2258, 0.2772], [1.9747, 2.5228, -3.8880], [0.7666, 3.9605, -2.3888], [2.2533, -4.8026, 1.3386], [0.4843, -1.0350, 0.2101], [1.5602, 0.0657, -3.7680], [-1.8987, -3.0238, 3.4198], [0.1483, 2.9044, -1.6974], [-1.1356, -1.1031, 2.9531], [-1.4915, -0.2507, 2.0289], [2.1521, -3.7310, 1.4249], [2.2423, -0.1091, -4.5895], [1.6658, 3.7759, -3.4497], [-0.6912, 3.1042, -0.7248], [0.2597, 5.8990, -1.7970], [-4.3670, 1.0028, -1.7741], [3.9289, -3.8112, 3.1394], [0.0042, -0.6831, -2.1273], [-2.4625, 2.6766, 3.4291], [4.7108, -3.1904, 3.8361], [0.6219, -3.5219, -0.0580], [1.2532, -3.0087, 0.6573], [-0.1674, 0.5189, -1.6393], [-2.8230, 1.0154, 0.0111], [0.9820, -1.9801, -3.5562], [0.4740, 1.5719, -2.2139], [-2.8202, -2.0708, 1.8735], [-1.2927, 4.4677, 2.6872], [-1.9200, -2.1886, 2.8712], [2.1161, 4.6343, -3.9302], [-4.7687, -0.2438, -1.5145], [1.9640, -0.9541, 1.7196], [1.8621, 0.5615, 1.8991], [-0.7874, 1.9421, 0.9742], [2.8741, -1.6708, 2.4835], [-0.5574, -1.4898, -1.6553], [1.3696, 1.3881, -3.3025], [1.1663, -1.6275, 0.8062], [-4.4962, -1.8706, -0.2561], [3.8993, -5.0321, 3.0750], [1.0555, 1.1562, 1.1031], [-4.1901, -0.8541, -0.4829], [-4.8296, 1.5051, -2.6179], [3.0968, 2.3361, -5.2230], [-3.0480, 2.6460, -1.2218], [-2.5243, -0.8788, 1.4057], [-3.3963, 1.6366, -1.0138], [3.4962, -1.1468, 3.1960]], "lumo_energy_ha": 0.0607, "spin_multiplicity": 1, "homo_energy_ev": -4.90, "relative_energy_kj_mol": 16.0, "total_charge": -1}

***

(5)
{"formula": "C22H13BrN4PtSe", "method": "wB97M-V/def2-TZVPD", "species": ["C", "C", "C", "C", "H", "H", "H", "C", "C", "H", "C", "C", "C", "N", "H", "H", "Br", "H", "N", "H", "C", "N", "H", "C", "H", "C", "C", "Pt", "C", "C", "H", "H", "C", "C", "C", "Se", "C", "N", "C", "C", "H", "C"], "coordinates": [[1.1069, -1.2868, 3.2891], [1.0942, 1.5799, -5.2557], [3.1878, -0.4091, 2.9520], [0.9997, 1.6971, -3.8815], [0.5874, -1.7591, -5.5559], [-5.2230, -1.5100, 2.6290], [1.1148, 2.6619, -3.4040], [-3.1443, -1.0215, 2.4648], [-2.1810, -0.2704, 1.7959], [0.9099, -3.0012, 4.5577], [-0.3336, -1.2121, 2.9200], [-4.4765, -0.9270, 2.1081], [0.7544, 0.5719, -3.0894], [1.8831, -0.3703, 2.7283], [4.8325, -1.3435, 3.9760], [-4.1972, 1.3378, -0.3978], [-6.6655, 0.0705, 0.6085], [1.2831, 2.4518, -5.8674], [1.1238, 0.0984, -8.4368], [-0.9885, -1.9703, 3.3431], [1.0447, 0.2058, -7.2945], [-0.7743, -0.3253, 2.1295], [3.3652, -3.0378, 5.0641], [-3.9025, 0.6780, 0.4060], [3.7825, 0.3393, 2.4428], [-4.8476, -0.0730, 1.0785], [0.6079, -0.6740, -3.7053], [0.5722, 1.2652, 1.3861], [1.5843, -2.2682, 4.1315], [2.9496, -2.2908, 4.4009], [-2.8869, -1.6776, 3.2856], [-1.8147, 1.1545, 0.2523], [0.7021, -0.7947, -5.0790], [0.5948, 0.8642, -0.4686], [3.7654, -1.3549, 3.7976], [1.5995, 5.4467, -0.7093], [-2.5670, 0.5779, 0.7712], [1.1850, 3.0695, 0.9612], [0.6535, 0.7107, -1.6637], [0.9455, 0.3336, -5.8583], [0.4191, -1.5456, -3.0929], [1.3535, 4.0082, 0.2804]], "lumo_energy_ha": -0.0662, "spin_multiplicity": 1, "homo_energy_ev": -7.51, "relative_energy_kj_mol": 200.1}

***

no.,M (g mol⁻¹)
1,983.204
2,794.785
3,896.558
4,731.945
5,687.316